[1]
The following is a DFT calculation (ωB97M-V/def2-TZVPD) of a 12-piece molecular cluster, C42H110O34P6 overall in a non-equilibrium geometry.

```
! wB97M-V def2-TZVPD RIJCOSX def2/J DEFGRID3
* xyz 1 2
C -11.8314 3.2348 -4.5367
O -12.9881 2.5887 -5.1549
P -14.5168 3.0228 -4.8893
O -15.1993 2.8408 -3.5924
O -14.7276 4.5439 -5.4367
C -15.9034 5.3633 -4.9756
O -15.3472 2.1879 -6.1385
C -15.4522 0.7362 -5.8422
H -11.9946 4.2613 -4.2082
H -11.0797 3.1606 -5.3226
H -11.4847 2.6656 -3.6742
H -16.4340 5.0400 -4.0800
H -16.5114 5.5651 -5.8575
H -15.4932 6.3464 -4.7443
H -14.5025 0.2907 -6.1384
H -16.2786 0.1662 -6.2666
H -15.5226 0.6814 -4.7559
C 0.7035 4.2226 -4.7787
O -0.5768 4.8390 -4.7372
P -1.6832 4.4909 -5.8129
O -1.3505 4.7829 -7.2198
O -2.9806 5.2247 -5.2492
C -4.3238 4.7172 -5.6055
O -1.9379 2.9294 -5.6257
C -2.6594 2.1914 -6.5389
H 1.3358 5.0932 -4.6039
H 0.9945 3.7658 -5.7246
H 0.8425 3.5372 -3.9427
H -4.5497 3.8175 -5.0330
H -4.4553 4.3359 -6.6181
H -5.0824 5.4872 -5.4648
H -1.9340 1.5056 -6.9766
H -2.9546 2.7623 -7.4192
H -3.4900 1.6329 -6.1073
C -8.2854 2.8561 1.6246
O -6.8759 2.6295 1.6098
P -5.7905 3.8001 2.0454
O -4.4560 3.2097 2.2567
O -6.4800 4.4728 3.3381
C -5.8112 5.2642 4.2888
O -5.8520 5.0161 0.9278
C -4.6197 5.5838 0.5409
H -8.4770 3.9291 1.6270
H -8.8311 2.4354 2.4692
H -8.7619 2.4503 0.7322
H -6.0603 4.8699 5.2740
H -6.0735 6.3217 4.2592
H -4.7214 5.2800 4.3046
H -3.8330 4.8454 0.3861
H -4.3318 6.5008 1.0551
H -4.6294 6.0044 -0.4646
C -1.9381 2.5610 -1.8940
O -2.9070 1.7290 -2.4689
P -4.4540 1.6782 -2.0622
O -5.2981 2.6974 -2.7309
O -4.8107 0.1410 -2.3251
C -6.0948 -0.4962 -2.0684
O -4.3381 1.8506 -0.4837
C -3.5309 0.9558 0.3088
H -2.3417 3.2362 -1.1394
H -1.3928 3.0983 -2.6699
H -1.2048 1.9365 -1.3836
H -6.4501 -1.0646 -2.9279
H -6.9107 0.1729 -1.7952
H -6.0475 -1.2324 -1.2661
H -2.9680 1.6415 0.9421
H -2.9469 0.2446 -0.2753
H -4.2558 0.4461 0.9434
C -4.7078 5.6366 -8.9409
O -5.2416 4.4186 -9.2793
P -5.1167 4.0042 -10.8578
O -4.9198 5.0808 -11.8521
O -3.9024 2.9018 -10.8519
C -2.5594 3.3011 -10.7862
O -6.3908 2.9986 -11.2582
C -6.5979 1.8414 -10.5004
H -5.2952 6.2098 -8.2237
H -4.5029 6.3394 -9.7485
H -3.7396 5.4831 -8.4644
H -2.4900 4.3695 -10.5817
H -1.9894 3.1870 -11.7082
H -2.1524 2.7242 -9.9557
H -7.5767 1.9401 -10.0311
H -5.7709 1.6869 -9.8073
H -6.7488 0.9023 -11.0328
C -9.9361 -2.4517 -5.2920
O -10.5083 -3.2487 -4.3219
P -9.8222 -3.1521 -2.8666
O -8.4024 -3.5861 -2.7267
O -10.0851 -1.6529 -2.4047
C -9.3180 -1.0419 -1.3681
O -10.7952 -4.1063 -1.9312
C -10.7151 -4.0487 -0.5072
H -10.5535 -1.5543 -5.2519
H -10.0797 -2.8648 -6.2904
H -8.8726 -2.2700 -5.1365
H -9.8622 -1.0992 -0.4254
H -9.1850 0.0078 -1.6300
H -8.2948 -1.3938 -1.2364
H -10.8119 -5.0541 -0.0976
H -11.3566 -3.2329 -0.1740
H -9.6455 -3.8570 -0.4223
C -8.6683 3.4256 -2.1965
O -8.8576 3.7346 -3.5660
C -8.3561 5.0689 -3.9123
C -8.5917 5.6767 -5.2802
O -8.2676 4.9307 -6.4869
C -8.6092 5.5133 -7.7241
H -9.1617 4.1095 -1.5059
H -7.6579 3.4637 -1.7893
H -9.1487 2.4516 -2.1034
H -7.3491 4.6572 -3.9796
H -8.3486 5.8046 -3.1081
H -8.0590 6.6277 -5.2844
H -9.6717 5.8120 -5.2216
H -9.6454 5.8443 -7.6539
H -8.3665 4.7585 -8.4722
H -8.0689 6.4412 -7.9115
C -11.3655 9.5907 -6.2007
O -10.5023 9.5050 -7.3139
C -9.0728 9.4257 -7.2798
C -8.5450 9.3786 -8.6880
O -7.0611 9.3477 -8.7388
C -6.5344 9.3178 -10.0293
H -11.2042 10.4106 -5.5007
H -11.1983 8.6680 -5.6450
H -12.4036 9.6293 -6.5306
H -8.7936 8.4846 -6.8060
H -8.7046 10.2568 -6.6783
H -8.8465 10.2089 -9.3265
H -8.5916 8.3912 -9.1473
H -5.9930 10.2398 -10.2410
H -7.2016 9.2737 -10.8901
H -5.7704 8.5411 -10.0642
C -8.0805 7.8606 -0.1043
O -7.9236 8.1159 -1.5250
C -6.9534 9.2699 -1.8600
C -6.6700 9.4648 -3.3022
O -6.1377 10.7170 -3.6595
C -4.8549 11.1368 -3.2227
H -7.2321 7.4014 0.4031
H -8.9059 7.1883 0.1300
H -8.5058 8.7291 0.3985
H -5.9178 9.2267 -1.5229
H -7.4082 10.1948 -1.5053
H -7.5852 9.2758 -3.8632
H -6.0434 8.5918 -3.4849
H -4.0273 10.4818 -3.4949
H -4.9948 11.3591 -2.1648
H -4.6298 12.0946 -3.6919
C -11.7849 2.1694 -0.1582
O -12.7348 3.1834 -0.2246
C -14.1341 2.7520 -0.3872
C -14.7275 1.9291 0.7372
O -14.5038 0.4935 0.5889
C -15.4233 -0.3268 -0.1213
H -10.8716 2.7500 -0.0286
H -11.8110 1.4098 -0.9395
H -11.8679 1.4583 0.6637
H -14.2744 2.1948 -1.3134
H -14.8494 3.5601 -0.5400
H -15.7919 2.1524 0.8097
H -14.3645 2.3778 1.6618
H -16.2208 -0.7086 0.5162
H -14.8977 -1.2580 -0.3326
H -16.0044 -0.0085 -0.9868
C -10.2601 5.7361 -11.4473
C -10.7913 5.2502 -12.8289
C -9.5580 5.5230 -13.6879
O -8.4163 5.3992 -12.8801
C -8.7013 5.5336 -11.5400
H -10.6126 5.1836 -10.5763
H -10.2887 6.8254 -11.4208
H -11.7011 5.7415 -13.1736
H -11.0732 4.2000 -12.9051
H -9.6395 6.4964 -14.1716
H -9.4870 4.6944 -14.3925
H -8.1597 6.4130 -11.1915
H -8.3956 4.6274 -11.0172
C -13.3624 3.8112 -10.1779
C -13.0571 4.7093 -8.9489
C -11.9394 3.9521 -8.1714
O -11.2096 3.2996 -9.2022
C -12.1824 2.7971 -10.1812
H -13.2649 4.4199 -11.0768
H -14.3342 3.3189 -10.1413
H -13.9472 4.9576 -8.3707
H -12.7074 5.5969 -9.4761
H -12.3837 3.3111 -7.4100
H -11.3711 4.5526 -7.4611
H -12.3951 1.7445 -9.9945
H -11.6374 2.7909 -11.1252
*
```

For the max |F|, the calculation gives 4.25 eV/Å. For the HOMO energy (alpha / beta), the calculation gives -0.38759 / -0.38759 Ha. The orbital gap (alpha / beta) is 8.312 / 2.331 eV.

Atom charges from the Mulliken analysis, given in e for atoms 1 to 4: -0.89 -0.06 0.97 -0.64

=====

[2]
The following is a DFT calculation (ωB97M-V/def2-TZVPD) of a 2-piece molecular cluster, C10H21NSi overall in a non-equilibrium geometry.

```
! wB97M-V def2-TZVPD RIJCOSX def2/J DEFGRID3
* xyz 0 1
C 0.1234 -2.0482 1.1136
C -1.9403 1.3972 1.2847
C -2.2943 0.8114 -1.1522
C -2.9459 -0.7072 0.5956
C 2.9619 -0.1282 -0.2348
C 1.5198 1.8761 -0.6433
C 1.6170 0.7821 1.5985
C 1.2923 -3.1514 -2.3805
C -1.9307 0.3319 0.2197
C 1.6361 0.5505 0.0929
N 0.0504 -3.0317 1.7178
Si -0.0499 -0.5463 -0.0252
H -0.9355 1.8033 1.4499
H -2.6453 2.2765 0.9780
H -2.4204 0.9329 2.2344
H -3.1377 1.6410 -1.1368
H -2.7218 0.0009 -1.7951
H -1.6095 1.3730 -1.7542
H -3.4972 -1.3629 -0.1770
H -2.5896 -1.3530 1.3217
H -3.8563 -0.2177 1.1411
H 3.5409 -0.2784 0.7285
H 2.9227 -1.0284 -0.7269
H 3.5011 0.5055 -0.8191
H 1.5042 1.7222 -1.7587
H 2.3405 2.6453 -0.4291
H 0.6069 2.3525 -0.3004
H 1.8425 -0.1920 2.0957
H 2.3666 1.5850 1.8970
H 0.6326 1.1453 2.0849
H 1.6120 -3.1826 -3.4291
H 2.0490 -2.6593 -1.7476
H 0.4544 -3.8452 -2.0442
*
```

For the max |F|, the calculation gives 3.90 eV/Å. For the HOMO energy (alpha / beta), the calculation gives -0.27419 / -0.32770 Ha. The orbital gap (alpha / beta) is 7.539 / 8.087 eV.

Atom charges from the Mulliken analysis, given in e for atoms 1 to 4: 0.43 -1.56 -1.82 -1.93

=====

Among the records above, which one has the highest max |F|?
C42H110O34P6

=====

Repeat the second record exactly.
The following is a DFT calculation (ωB97M-V/def2-TZVPD) of a 2-piece molecular cluster, C10H21NSi overall in a non-equilibrium geometry.

```
! wB97M-V def2-TZVPD RIJCOSX def2/J DEFGRID3
* xyz 0 1
C 0.1234 -2.0482 1.1136
C -1.9403 1.3972 1.2847
C -2.2943 0.8114 -1.1522
C -2.9459 -0.7072 0.5956
C 2.9619 -0.1282 -0.2348
C 1.5198 1.8761 -0.6433
C 1.6170 0.7821 1.5985
C 1.2923 -3.1514 -2.3805
C -1.9307 0.3319 0.2197
C 1.6361 0.5505 0.0929
N 0.0504 -3.0317 1.7178
Si -0.0499 -0.5463 -0.0252
H -0.9355 1.8033 1.4499
H -2.6453 2.2765 0.9780
H -2.4204 0.9329 2.2344
H -3.1377 1.6410 -1.1368
H -2.7218 0.0009 -1.7951
H -1.6095 1.3730 -1.7542
H -3.4972 -1.3629 -0.1770
H -2.5896 -1.3530 1.3217
H -3.8563 -0.2177 1.1411
H 3.5409 -0.2784 0.7285
H 2.9227 -1.0284 -0.7269
H 3.5011 0.5055 -0.8191
H 1.5042 1.7222 -1.7587
H 2.3405 2.6453 -0.4291
H 0.6069 2.3525 -0.3004
H 1.8425 -0.1920 2.0957
H 2.3666 1.5850 1.8970
H 0.6326 1.1453 2.0849
H 1.6120 -3.1826 -3.4291
H 2.0490 -2.6593 -1.7476
H 0.4544 -3.8452 -2.0442
*
```

For the max |F|, the calculation gives 3.90 eV/Å. For the HOMO energy (alpha / beta), the calculation gives -0.27419 / -0.32770 Ha. The orbital gap (alpha / beta) is 7.539 / 8.087 eV.

Atom charges from the Mulliken analysis, given in e for atoms 1 to 4: 0.43 -1.56 -1.82 -1.93

=====

The highest max |F| belongs to which entry?
C42H110O34P6